Molecular formula: C4H18NO3
Method: DFT, the ωB97M-V functional and the def2-TZVPD basis

Summary:
- charge = +1
- spin multiplicity = 1
- E_HOMO (eV) = -14.53

Positions of all 26 atoms, in Å:
C -1.22844 0.56622 -1.06967
C -0.64113 1.75262 -0.24791
C -1.66694 2.84248 0.03008
C -0.02658 1.21048 1.04438
N -0.27094 -0.54798 -1.21189
H -2.15523 0.28760 -0.56222
H -1.61361 0.95061 -2.00271
H 0.12594 2.08732 -0.95178
H -1.72295 3.07429 1.10241
H -1.14505 3.80674 -0.08811
H -2.63588 2.80822 -0.44929
H 0.24092 0.16041 1.03762
H -0.74066 1.15613 1.86588
H 0.81773 1.80540 1.37731
H -0.03848 -0.77955 -2.15192
H 0.59106 -0.31155 -0.71033
H -0.55113 -1.46112 -0.84588
H 2.28636 -2.17929 -0.97475
H 1.48465 -3.33267 -1.54423
O 1.49791 -2.36909 -1.49904
H 2.94912 0.32544 1.22270
H 2.73222 -1.23754 1.36135
O 2.39910 -0.42453 0.97908
H -0.61661 -2.97475 1.97278
H 0.34760 -3.88989 1.21011
O -0.41896 -3.32599 1.10603

Force components x, y, z for each atom (eV/Å):
C -1.91 1.43 1.27
C 0.06 -1.62 -0.62
C 1.53 1.72 1.07
C -0.47 -0.17 0.51
N -0.29 0.05 0.61
H 0.31 -0.80 0.15
H 0.51 -0.22 -0.66
H 0.32 0.54 0.47
H -0.88 -1.24 0.14
H -0.45 -0.04 -1.36
H 0.00 0.00 -0.13
H 0.62 0.04 -0.40
H -0.36 0.68 -0.06
H 0.10 -0.06 0.05
H 0.46 0.13 -1.10
H 0.14 -0.21 -0.11
H -0.20 0.12 0.51
H 0.00 0.17 -0.12
H -0.08 0.04 -0.18
O 0.33 -0.40 0.18
H 0.27 -0.30 0.21
H 0.43 0.20 0.34
O -0.40 -0.20 -0.68
H -0.05 -0.03 0.38
H 0.10 -0.19 0.17
O -0.09 0.36 -0.61